148
Properties=species:S:1:pos:R:3:forces:R:3:lowdin_spin:R:1 method="wB97M-V/def2-TZVPD" spin_multiplicity=2 lumo_ev="0.076 / 0.076" e_homo_ev="-8.1 / -9.0" gap_ev="8.2 / 9.0"
C 7.127 -0.496 0.378 0.01 0.09 -1.17 0.000
C 6.792 -1.960 -0.353 1.26 1.46 0.67 0.000
O 5.645 -2.551 0.355 0.04 -0.27 -2.77 0.000
C 4.775 -3.329 -0.541 -0.17 -0.94 -0.46 0.000
C 3.176 -2.986 -0.304 0.68 -0.54 0.42 0.000
O 2.983 -1.607 0.251 -0.07 -1.72 -2.40 0.000
C 3.218 -0.633 -0.823 1.21 0.30 -0.35 0.000
C 2.636 0.896 -0.476 1.37 -0.43 -0.90 0.001
C 3.965 1.886 -0.708 -0.84 -0.30 0.68 0.002
C 3.590 3.477 -0.806 1.29 0.05 -0.01 0.000
C 5.031 4.287 -1.006 -0.29 0.38 -0.42 0.000
C 5.542 5.056 0.350 0.85 -1.60 5.48 0.000
O 5.605 4.494 1.584 -0.58 3.90 -8.46 0.000
O 5.954 6.491 0.193 -0.77 -4.12 -1.77 0.000
C 2.199 1.097 1.083 -0.15 0.59 0.35 0.019
C 0.623 0.852 1.434 0.16 0.31 3.64 0.024
C 0.279 1.931 2.670 -0.15 0.52 -0.37 -0.001
C 0.372 -0.643 2.144 -1.07 -0.10 0.16 0.002
N -0.364 1.178 0.347 2.20 2.17 -1.23 0.340
O -0.605 2.501 0.235 0.21 -2.68 0.50 0.566
C -0.004 0.633 -1.008 -1.18 -0.07 -2.91 0.022
C -0.187 -0.998 -1.180 0.04 0.01 -0.75 -0.001
C -1.118 1.297 -2.067 0.35 -1.14 -0.16 0.000
C 1.466 1.184 -1.585 -1.15 -0.34 0.67 0.021
H 8.270 -0.464 0.642 -2.36 0.02 -0.14 0.000
H 6.409 -0.272 1.275 1.63 -0.67 -1.57 0.000
H 6.949 0.365 -0.422 0.34 -1.78 1.69 0.000
H 7.768 -2.633 -0.269 -2.21 1.12 -0.17 0.000
H 6.607 -1.718 -1.484 -0.05 -0.82 2.08 0.000
H 5.016 -3.194 -1.692 -0.21 0.05 2.42 0.000
H 4.973 -4.484 -0.313 -0.59 2.30 -0.58 0.000
H 2.755 -3.825 0.424 0.66 2.29 -1.15 0.000
H 2.639 -3.148 -1.332 0.84 0.57 1.87 0.000
H 2.813 -1.040 -1.861 0.47 0.85 2.18 0.000
H 4.402 -0.576 -0.963 -2.35 0.06 0.31 0.000
H 4.659 1.667 0.237 -1.31 0.70 -2.11 0.000
H 4.527 1.561 -1.681 -1.01 0.66 1.71 0.000
H 2.962 3.703 -1.783 1.16 -0.52 2.25 0.000
H 3.083 3.905 0.170 0.83 -1.06 -2.16 0.000
H 4.842 5.091 -1.836 0.53 -1.31 1.60 0.000
H 5.834 3.525 -1.453 -1.52 1.80 1.37 0.000
H 6.096 6.578 -0.811 -0.41 -0.02 2.14 0.000
H 2.440 2.223 1.400 -0.54 -2.42 -0.93 0.002
H 2.823 0.439 1.859 -1.27 1.25 -2.09 0.001
H 0.694 3.014 2.443 -0.74 -2.26 0.27 0.000
H 0.801 1.554 3.648 -1.17 0.61 -1.82 0.000
H -0.900 2.069 2.792 2.85 -0.71 -0.11 0.000
H -0.047 -0.492 3.252 0.98 -0.13 -2.51 0.000
H -0.497 -1.237 1.582 2.16 1.25 1.13 0.001
H 1.356 -1.264 2.261 -2.01 1.23 -0.63 0.000
H -1.340 -1.304 -1.131 2.58 0.75 0.23 0.000
H 0.144 -1.264 -2.291 -0.64 0.63 2.31 0.000
H 0.473 -1.641 -0.459 -1.37 1.33 -1.21 0.000
H -2.175 1.297 -1.532 2.20 0.03 -1.29 0.000
H -1.106 0.567 -3.011 -0.27 1.73 2.12 0.000
H -0.816 2.368 -2.431 -0.66 -2.02 0.96 -0.001
H 1.288 2.309 -1.851 0.54 -2.03 0.85 0.003
H 1.633 0.625 -2.625 -0.09 1.12 2.37 0.001
C -4.871 4.297 4.080 -0.58 0.92 0.26 0.000
C -5.034 3.474 2.843 -0.82 0.16 -0.86 0.000
O -3.832 2.728 2.788 0.69 -0.13 1.00 0.000
C -3.346 2.665 4.061 1.65 -1.37 0.48 0.000
O -2.415 1.957 4.409 -2.16 1.41 -0.57 0.000
O -4.037 3.496 4.896 0.59 -0.73 -0.34 0.000
H -5.824 4.495 4.576 0.25 -0.08 0.07 0.000
H -4.366 5.249 3.885 -0.02 -0.08 0.01 0.000
H -5.878 2.780 2.910 0.08 0.05 -0.01 0.000
H -5.150 4.089 1.946 0.10 -0.25 0.11 0.000
C 4.044 -1.117 3.958 0.73 0.30 -0.99 0.000
C 4.665 -1.785 5.141 1.19 -0.55 0.00 0.000
O 3.773 -1.475 6.195 -1.23 0.39 -0.16 0.000
C 2.561 -1.212 5.625 -1.79 0.22 1.31 0.000
O 1.522 -1.075 6.249 2.10 -0.30 -1.36 0.000
O 2.663 -1.125 4.267 -0.41 -0.17 1.10 0.000
H 4.236 -1.656 3.026 -0.19 0.11 0.03 0.000
H 4.374 -0.079 3.843 0.02 -0.09 0.03 0.000
H 4.714 -2.873 5.028 -0.03 0.17 0.05 0.000
H 5.667 -1.404 5.356 -0.29 -0.04 0.07 0.000
C 9.543 -0.600 6.318 0.60 -0.74 0.70 0.000
C 9.873 0.826 6.018 0.81 0.65 0.49 0.000
O 9.110 1.099 4.858 -0.85 -0.65 -0.27 0.000
C 8.071 0.214 4.849 -1.79 0.26 -1.54 0.000
O 7.123 0.274 4.084 2.05 -0.20 1.67 0.000
O 8.231 -0.745 5.807 -0.38 0.64 -0.71 0.000
H 9.567 -0.816 7.390 -0.17 -0.05 -0.22 0.000
H 10.204 -1.301 5.799 -0.06 0.07 0.03 0.000
H 9.558 1.505 6.817 0.01 -0.07 -0.08 0.000
H 10.939 0.974 5.825 -0.24 0.07 -0.12 0.000
C -3.174 0.330 -5.456 -0.69 1.03 0.22 0.000
C -3.337 -0.492 -6.693 -0.88 0.23 -0.91 0.000
O -2.135 -1.238 -6.748 0.74 -0.21 0.99 0.000
C -1.649 -1.301 -5.474 1.71 -1.37 0.54 0.000
O -0.718 -2.009 -5.127 -1.92 1.52 -0.67 0.000
O -2.340 -0.471 -4.640 0.61 -0.95 -0.49 0.000
H -4.127 0.528 -4.959 0.27 -0.07 0.02 0.000
H -2.669 1.282 -5.651 -0.06 -0.08 0.00 0.000
H -4.181 -1.186 -6.625 0.07 0.08 -0.01 0.000
H -3.453 0.123 -7.589 0.11 -0.25 0.18 0.000
C -3.913 -2.222 4.806 -0.35 -0.56 0.88 0.000
C -2.495 -1.844 4.527 0.99 -0.05 0.83 0.000
O -2.507 -1.533 3.146 -1.20 0.16 -0.55 0.000
C -3.790 -1.195 2.827 -0.35 1.04 -2.08 0.000
O -4.129 -0.709 1.760 0.64 -1.09 2.27 0.000
O -4.644 -1.470 3.855 0.33 0.37 -0.80 0.000
H -4.221 -1.965 5.823 -0.08 0.04 -0.25 0.000
H -4.103 -3.287 4.635 0.00 0.07 -0.01 0.000
H -2.181 -0.956 5.086 -0.02 -0.06 -0.09 0.000
H -1.798 -2.660 4.735 -0.03 0.19 -0.20 0.000
C 3.425 -5.976 2.541 -0.65 -0.25 -0.83 0.000
C 4.821 -5.445 2.517 0.66 0.21 -0.99 0.000
O 5.000 -4.940 3.827 -0.56 -0.31 0.68 0.000
C 4.119 -5.603 4.631 -0.07 0.03 2.68 0.000
O 4.117 -5.540 5.850 0.03 -0.10 -2.82 0.000
O 3.241 -6.345 3.895 0.58 0.37 0.67 0.000
H 3.296 -6.840 1.884 -0.07 0.06 0.25 0.000
H 2.683 -5.215 2.278 0.06 -0.03 0.05 0.000
H 5.564 -6.229 2.335 -0.06 0.04 0.04 0.000
H 4.952 -4.653 1.775 0.11 -0.01 0.34 0.000
C -7.778 -0.443 -8.312 -0.70 -1.10 0.03 0.000
C -8.380 0.872 -8.689 -1.06 0.05 -0.63 0.000
O -7.594 1.807 -7.976 1.22 -0.23 0.46 0.000
C -6.391 1.208 -7.731 1.40 0.94 0.62 0.000
O -5.413 1.785 -7.285 -1.85 -1.16 -0.78 0.000
O -6.426 -0.118 -8.050 0.60 1.26 0.26 0.000
H -7.851 -1.181 -9.116 0.16 0.08 0.23 0.000
H -8.223 -0.861 -7.403 0.15 0.14 -0.32 0.000
H -8.292 1.080 -9.761 0.02 0.01 0.09 0.000
H -9.432 0.947 -8.398 0.24 0.11 0.03 0.000
C -5.810 4.916 -2.537 0.52 0.26 -0.99 0.000
C -5.189 4.248 -1.353 1.16 -0.52 -0.01 0.000
O -6.080 4.558 -0.299 -0.95 0.33 -0.17 0.000
C -7.293 4.821 -0.869 -2.27 0.30 1.24 0.000
O -8.332 4.958 -0.245 2.37 -0.32 -1.38 0.000
O -7.191 4.908 -2.228 -0.31 -0.13 1.00 0.000
H -5.617 4.377 -3.468 -0.21 0.11 0.12 0.000
H -5.480 5.954 -2.651 -0.03 -0.08 0.02 0.000
H -5.139 3.160 -1.466 0.00 0.10 0.02 0.000
H -4.187 4.629 -1.138 -0.21 -0.09 0.14 0.000
C -9.867 -3.616 -4.170 -0.38 -0.63 0.94 0.000
C -8.449 -3.237 -4.449 0.94 -0.15 0.83 0.000
O -8.460 -2.927 -5.830 -0.90 0.29 -0.62 0.000
C -9.744 -2.588 -6.150 -0.84 0.75 -1.77 0.000
O -10.083 -2.102 -7.216 0.65 -1.03 2.24 0.000
O -10.597 -2.864 -5.121 0.54 0.44 -1.01 0.000
H -10.174 -3.358 -3.153 -0.09 0.03 -0.27 0.000
H -10.057 -4.681 -4.341 0.02 0.10 0.00 0.000
H -8.135 -2.350 -3.890 -0.04 -0.08 -0.06 0.000
H -7.751 -4.053 -4.241 -0.05 0.19 -0.21 0.000